A structure of composition C16H30BeIN2O2P in a non-equilibrium geometry. Source: OMol25; level of theory: the ωB97M-V functional and the def2-TZVPD basis.

Element x y z (Å)
C1 -1.0594 -2.4689 0.9960
C2 -1.8309 -1.5846 0.0124
C3 -0.9779 -0.8343 -1.0080
I1 -2.3955 0.1889 -2.3116
C4 -0.0465 0.2823 -0.4859
C5 0.7365 0.7371 -1.7688
C6 2.1839 0.3694 -1.6121
O1 3.0452 0.4238 -2.5687
N1 2.3978 -0.0416 -0.3735
C7 1.1439 -0.0603 0.4270
P1 1.5912 1.1254 1.8358
C8 2.8649 0.2567 2.8413
C9 0.1913 1.3703 2.9997
C10 -1.1616 1.6736 2.3476
H1 -1.7038 -3.1979 1.4733
H2 -0.1869 -2.9235 0.5283
H3 -0.6614 -1.8227 1.7836
H4 -2.4709 -2.2492 -0.5712
H5 -2.5132 -0.8974 0.5122
H6 -0.4402 -1.5314 -1.6475
H7 -0.6210 1.1738 -0.2613
H8 0.4571 0.2667 -2.7169
H9 0.5982 1.8255 -1.9355
H10 3.1269 0.5636 0.0325
H11 1.1821 -1.0461 0.8899
H12 2.4001 -0.0816 3.7695
H13 3.6700 0.9284 3.1228
H14 3.2327 -0.6455 2.3540
H15 0.4716 2.2336 3.6065
H16 0.1419 0.5077 3.6671
H17 -1.0259 2.3988 1.5434
H18 -1.8827 2.0495 3.0640
H19 -1.5273 0.7632 1.8717
Be1 2.8136 2.0253 -2.7702
C11 -0.2203 -2.0602 6.2341
C12 -0.4108 -2.4195 4.7736
O2 0.8450 -2.6095 4.1131
H20 0.3729 -1.1493 6.3302
H21 -1.1795 -1.9072 6.7285
H22 0.3176 -2.8518 6.7586
H23 -0.9312 -1.6172 4.2474
H24 -1.0001 -3.3357 4.6763
H25 1.3043 -3.3225 4.5680
N2 -1.7054 1.5875 -5.9118
C13 -0.6788 0.9006 -6.4894
C14 -0.1839 1.6708 -7.5456
C15 -0.9349 2.8432 -7.5890
C16 -1.8755 2.7717 -6.5605
H26 -2.2466 1.2658 -5.1269
H27 -0.3818 -0.0667 -6.1202
H28 0.6269 1.3958 -8.1983
H29 -0.8224 3.6595 -8.2816
H30 -2.6393 3.4667 -6.2538

Cartesian forces, eV/Å:
C 0.5 1.3 0.3
C -0.2 -0.7 -0.4
C -0.5 0.2 0.9
I -0.1 -0.2 0.0
C 1.1 0.1 -2.3
C 0.4 -0.3 -1.2
C -2.0 -1.3 1.7
O 0.1 3.5 0.1
N 0.1 1.4 -0.9
C 0.6 -0.8 2.0
P 0.1 1.4 -0.3
C -0.7 -0.4 0.2
C -0.3 -0.2 0.0
C 0.6 -0.4 -0.5
H 0.0 -0.2 -0.1
H -0.2 -0.4 -0.1
H 0.0 -0.2 0.2
H -0.1 0.1 -0.1
H 0.1 0.1 0.2
H 0.1 0.0 0.0
H -0.1 -0.2 1.0
H -0.5 0.1 0.1
H 0.3 0.0 0.0
H 0.8 -1.1 0.4
H -0.7 -0.2 -0.4
H -0.1 -0.1 0.0
H 0.1 0.1 -0.3
H 0.2 0.1 -0.1
H 0.3 -0.1 0.0
H -0.1 0.0 0.0
H -0.2 0.3 0.1
H -0.1 0.0 0.0
H -0.3 0.0 0.2
Be 0.5 -2.0 -0.7
C 0.1 0.1 -0.1
C 0.2 -0.3 0.3
O -0.1 0.3 -0.2
H 0.0 0.0 0.0
H 0.0 0.0 0.0
H -0.1 0.0 0.0
H 0.0 0.0 -0.1
H -0.1 0.1 0.0
H 0.1 0.0 0.0
N 0.1 0.1 -0.1
C 0.1 0.0 0.3
C 0.1 0.1 0.0
C 0.0 0.0 0.0
C 0.0 -0.1 0.0
H 0.0 0.0 0.0
H -0.1 -0.1 -0.1
H 0.0 0.0 0.0
H 0.0 0.0 0.0
H 0.0 0.0 -0.1

net charge	+2
F_max	3.54	eV/A
LUMO energy	-10.867	eV
E_HOMO	-13.51	eV

A structure of composition C16H30Cl8F13NO6P2SSi2. Source: OMol25; level of theory: the ωB97M-V functional and the def2-TZVPD basis.

Element x y z (Å)
C1 -3.3602 2.2789 -3.4801
C2 -2.1352 2.9182 -4.1658
C3 -1.3649 1.9706 -5.0965
O1 0.0438 1.9652 -4.8332
Si1 0.6167 1.0235 -3.6163
O2 1.4234 2.0178 -2.5662
Si2 1.2192 2.1391 -0.9255
C4 -0.3969 1.4674 -0.2336
C5 -0.3079 0.0473 0.3546
C6 -1.5915 -0.7554 0.3171
F1 -2.0558 -0.7418 -0.9747
F2 -1.3428 -2.0605 0.6264
C7 -2.8274 -0.3055 1.1571
F3 -3.8661 -1.0512 0.7038
F4 -3.1082 0.9909 0.9054
C8 -2.8972 -0.5476 2.7138
F5 -2.8264 -1.8648 2.9481
F6 -4.1420 -0.1401 3.0579
C9 -1.9327 0.3019 3.6494
F7 -1.4469 1.3276 2.9448
F8 -2.6654 0.8003 4.6419
S1 -0.4731 -0.6207 4.4906
F9 -0.5698 0.2702 5.7962
F10 -1.5182 -1.6425 5.1169
F11 -0.3152 -1.5341 3.1949
F12 0.5949 0.3889 3.9006
F13 0.7021 -1.4480 5.1548
C10 1.2391 4.0017 -0.5833
O3 0.7615 4.3299 0.7253
N1 -0.5487 4.8280 0.6557
O4 -1.0380 4.8643 1.7119
P1 3.1463 1.4546 0.1069
O5 2.6421 0.6359 1.4521
O6 3.7270 0.2662 -0.8822
P2 1.9160 -0.5118 -4.5603
C11 0.5907 -1.5213 -5.3903
C12 2.4014 -1.5900 -3.1112
H1 -4.2364 2.9266 -3.5351
H2 -3.6186 1.3223 -3.9401
H3 -3.1832 2.0782 -2.4210
H4 -1.4583 3.3413 -3.4214
H5 -2.4946 3.7677 -4.7535
H6 -1.4756 2.2885 -6.1335
H7 -1.7812 0.9620 -5.0177
H8 -0.5685 0.3794 -2.9956
H9 -1.2218 1.5398 -0.9486
H10 -0.6684 2.1519 0.5756
H11 0.3920 -0.5567 -0.2377
H12 0.1152 0.1070 1.3500
H13 0.6413 4.4968 -1.3563
H14 2.2654 4.3665 -0.6792
H15 2.3611 -0.2720 1.2727
H16 4.1869 -0.4090 -0.3675
H17 0.7475 -1.4948 -6.4670
H18 0.6837 -2.5525 -5.0463
H19 -0.4211 -1.1881 -5.1524
H20 1.9323 -2.5687 -3.2207
H21 3.4828 -1.6898 -3.0907
H22 2.0465 -1.1664 -2.1724
C13 1.5901 -4.4331 5.1730
Cl1 1.5729 -5.8336 4.0992
Cl2 2.6809 -4.6481 6.5494
H23 1.9208 -3.5722 4.6055
H24 0.5884 -4.2788 5.5553
C14 -0.5726 2.3377 -9.5006
Cl3 0.3345 1.1368 -8.5752
Cl4 -1.7936 3.1494 -8.5103
H25 0.1200 3.0853 -9.8663
H26 -1.0751 1.8388 -10.3196
C15 5.4201 -4.2957 3.9241
Cl5 4.5448 -3.9675 2.4186
Cl6 6.8986 -3.3386 4.0548
H27 4.7756 -4.0519 4.7589
H28 5.6843 -5.3457 3.9369
C16 -1.6923 -1.8405 8.5915
Cl7 -3.3433 -1.6990 9.2037
Cl8 -0.7069 -2.9463 9.5569
H29 -1.7364 -2.2196 7.5787
H30 -1.2317 -0.8604 8.6167

Cartesian forces, eV/Å:
C 0.1 0.0 0.1
C -0.5 0.1 -0.1
C 0.1 0.3 -0.1
O -0.3 -0.2 0.1
Si 0.2 0.1 -0.6
O -0.4 -0.6 0.4
Si 0.0 0.2 -0.2
C -0.3 -0.1 0.4
C 0.3 0.1 -0.4
C -0.1 0.1 -0.3
F 0.2 0.0 0.3
F 0.0 0.3 0.0
C -0.2 -0.4 0.0
F 0.1 0.2 0.0
F 0.1 -0.2 0.1
C -0.3 0.1 0.0
F 0.0 0.2 0.0
F 0.3 -0.1 -0.2
C -0.1 0.2 0.2
F 0.1 -0.1 0.0
F 0.1 -0.1 0.0
S 0.1 0.2 -0.1
F 0.0 -0.1 -0.2
F 0.1 0.0 0.0
F 0.0 0.0 0.0
F -0.1 -0.2 0.0
F -0.2 0.2 0.1
C 0.2 -0.1 -0.5
O -0.2 0.0 0.2
N 0.1 -0.1 -0.1
O 0.0 0.1 0.1
P 0.6 0.7 0.4
O 0.1 -0.4 -0.1
O -0.5 -0.4 0.1
P 0.6 0.0 -0.1
C 0.0 0.0 0.2
C -0.5 0.1 -0.1
H 0.0 -0.1 0.0
H -0.1 0.1 0.0
H 0.0 0.0 0.0
H 0.1 -0.1 0.0
H 0.2 0.0 0.0
H 0.0 -0.1 0.2
H 0.1 -0.1 0.0
H 0.0 0.1 0.3
H 0.2 0.0 -0.2
H 0.0 0.0 0.0
H -0.1 -0.1 0.0
H -0.1 -0.2 0.2
H -0.1 0.1 0.1
H -0.1 0.1 0.1
H -0.2 0.1 0.0
H 0.3 0.1 -0.1
H -0.1 0.0 0.0
H 0.0 0.0 -0.1
H 0.0 0.0 -0.1
H 0.1 0.0 0.0
H 0.0 0.0 0.1
H 0.2 -0.1 0.1
C -0.1 0.0 -0.1
Cl 0.0 0.0 0.0
Cl 0.0 0.0 0.0
H 0.1 0.0 0.0
H 0.0 0.0 0.0
C 0.0 0.0 0.0
Cl 0.0 0.0 0.0
Cl -0.1 0.1 -0.2
H 0.0 0.0 0.0
H 0.0 0.0 0.0
C 0.0 0.0 0.0
Cl -0.1 0.0 0.0
Cl 0.0 0.0 0.0
H 0.0 0.0 0.0
H 0.0 0.0 0.0
C 0.0 0.0 0.0
Cl 0.0 0.0 0.0
Cl 0.0 0.0 0.0
H 0.0 0.0 0.0
H 0.0 0.0 0.0

net charge	0
F_max	0.98	eV/A
LUMO energy	-0.244	eV
E_HOMO	-8.39	eV

A structure of composition C16H30GeIrO3STe in a non-equilibrium geometry. Source: OMol25; level of theory: the ωB97M-V functional and the def2-TZVPD basis.

Element x y z (Å)
Ir1 11.2939 7.8036 7.3491
C1 13.5734 6.9798 4.6817
C2 12.9069 8.3387 5.0030
C3 11.4278 8.3880 4.8345
C4 13.5792 9.5396 4.3052
O1 13.0043 8.5318 6.4931
Ge1 13.3256 10.2522 7.2971
O2 11.5341 10.1076 7.6290
C5 10.9186 11.0930 8.6754
C6 10.6240 12.4267 8.0760
C7 11.8138 11.1922 9.7826
C8 9.6463 10.4178 9.0929
O3 11.6146 7.3878 9.0880
C9 12.6171 6.3785 9.7110
C10 13.2823 5.7871 8.5103
C11 11.8110 5.3257 10.4662
C12 13.5914 7.2634 10.4634
H1 13.4282 6.7951 3.5831
H2 13.2095 6.1330 5.2799
H3 14.6704 7.0910 4.7538
H4 11.0176 7.8990 3.9376
H5 10.9987 9.3978 4.8975
H6 10.9500 7.6383 5.5898
H7 13.5830 9.2949 3.3032
H8 14.6425 9.6253 4.5592
H9 13.1206 10.5115 4.5125
H10 11.5515 12.9890 7.9641
H11 9.9097 12.9320 8.7594
H12 10.1157 12.2550 7.0897
H13 12.6825 11.7657 9.5191
H14 11.9326 10.0979 10.1846
H15 11.3873 11.7793 10.6839
H16 8.9370 10.3769 8.2993
H17 9.1661 10.9440 9.9063
H18 9.8264 9.4194 9.5440
H19 12.5714 5.1529 7.9557
H20 14.2030 5.1882 8.7525
H21 13.6864 6.6120 7.8986
H22 10.9244 5.0505 9.8745
H23 11.3994 5.7266 11.4388
H24 12.3882 4.4469 10.6707
H25 14.3117 7.6005 9.7160
H26 14.1697 6.7224 11.2988
H27 12.9886 8.0723 10.9055
Te1 8.6951 7.3542 7.9647
C13 8.0699 6.0518 6.5014
C14 6.6775 5.7413 6.3960
C15 6.5570 4.8073 5.3012
C16 7.7823 4.3298 4.7432
S1 9.1158 5.2698 5.4833
H28 5.8462 6.0170 7.0276
H29 5.5759 4.6269 4.9048
H30 8.0014 3.5262 4.0102

Cartesian forces, eV/Å:
Ir -0.8 0.7 1.7
C 0.2 1.0 -1.4
C 1.5 0.1 0.5
C -1.2 -0.3 -0.5
C 0.5 -0.6 2.3
O 0.8 -0.1 -0.2
Ge 0.2 0.2 -0.1
O -0.1 0.6 0.5
C -2.3 -0.8 -1.0
C -0.7 -0.2 -1.4
C 0.7 -1.3 4.1
C 0.0 -0.8 0.9
O 0.0 -0.2 -0.6
C 0.6 -1.1 0.4
C 1.0 -0.5 -0.9
C -1.7 1.8 0.9
C 0.0 -0.5 1.2
H -0.2 -0.1 1.0
H 0.0 0.3 -0.2
H -0.5 -0.2 0.4
H 0.3 0.1 0.1
H 0.0 -0.4 0.3
H -0.6 -0.1 -0.7
H -0.2 0.0 -2.5
H -0.1 -0.2 0.2
H -0.3 -0.2 -0.2
H -0.2 0.3 -0.1
H 0.6 0.0 -0.5
H 0.4 0.6 0.8
H 1.0 -0.2 0.1
H 0.7 2.1 -0.5
H 0.3 -0.9 -1.6
H -0.6 -0.2 -0.7
H 0.0 0.5 0.1
H 0.1 0.3 -0.4
H 0.4 0.1 0.0
H -1.1 0.3 0.1
H -0.2 -0.4 -0.1
H 0.4 -0.1 0.0
H 0.6 -0.4 -0.9
H 0.5 -0.4 0.0
H 0.1 0.5 0.4
H -1.1 0.6 -1.3
H 0.7 -0.1 0.1
Te 0.0 -0.1 -0.6
C -1.3 1.3 2.1
C 1.7 -2.2 -2.5
C 0.9 0.9 0.7
C -0.4 1.4 1.1
S -0.3 -1.8 -1.5
H 0.1 0.4 0.0
H -0.2 -0.8 -0.1
H -0.4 0.8 0.5

net charge	+3
F_max	4.38	eV/A
LUMO energy (alpha / beta)	-11.403 / -13.232	eV
multiplicity	5
E_HOMO (alpha / beta)	-17.96 / -18.38	eV
expectation value of S²	6.04

A structure of composition C16H30IN2O7PS in a non-equilibrium geometry. Source: OMol25; level of theory: the ωB97M-V functional and the def2-TZVPD basis.

Element x y z (Å)
O1 -2.0434 -3.3851 0.6249
C1 -2.3437 -2.9393 1.6945
C2 -1.4195 -3.2002 2.8779
O2 -0.0323 -2.9900 2.6145
S1 0.2599 -1.5902 1.8191
O3 0.7803 -1.9792 0.5441
O4 1.5968 -1.0331 2.6905
P1 1.7688 0.6439 2.6623
O5 0.2249 1.1240 2.8205
I1 2.2798 1.2707 0.3420
C3 -3.6148 -2.1916 1.8830
C4 -3.8973 -1.4355 3.0168
C5 -5.1226 -0.7933 3.1132
C6 -6.0638 -0.9105 2.1022
C7 -5.7821 -1.6486 0.9586
C8 -4.5574 -2.2870 0.8606
H1 -1.5158 -4.2579 3.1037
H2 -1.7169 -2.6768 3.7802
H3 0.0465 1.9136 2.2878
H4 -3.1733 -1.3468 3.8085
H5 -5.3745 -0.2110 3.9854
H6 -7.0233 -0.4249 2.1868
H7 -6.5099 -1.7489 0.1712
H8 -4.3126 -2.8686 -0.0119
C9 2.2759 -5.8253 -2.7993
C10 1.8549 -4.5069 -2.1555
C11 0.9676 -3.6353 -3.0544
O6 1.6542 -2.9575 -4.0929
C12 1.9128 -3.7274 -5.2493
N1 3.0526 -3.7948 -1.7046
H9 3.0707 -5.6877 -3.5325
H10 2.6569 -6.5075 -2.0395
H11 1.4324 -6.3115 -3.2944
H12 1.2604 -4.7497 -1.2704
H13 0.5331 -2.8491 -2.4328
H14 0.1314 -4.2152 -3.4683
H15 1.1058 -4.4391 -5.4481
H16 2.8623 -4.2629 -5.1697
H17 1.9866 -3.0401 -6.0925
H18 2.7625 -2.9702 -1.1840
H19 3.5100 -3.4159 -2.5298
C13 2.2158 4.9268 -0.0267
C14 0.7839 5.4386 0.0817
C15 0.6138 6.9136 -0.3056
O7 1.0579 7.8361 0.6692
C16 2.4503 8.0928 0.6723
N2 0.2864 5.1590 1.4365
H20 2.8405 5.2617 0.8019
H21 2.1972 3.8381 0.0052
H22 2.6863 5.2437 -0.9601
H23 0.1764 4.8574 -0.6191
H24 -0.4552 7.1118 -0.4228
H25 1.0850 7.1239 -1.2745
H26 2.8665 8.0645 -0.3385
H27 2.9854 7.3852 1.3098
H28 2.5983 9.0913 1.0828
H29 -0.7012 5.3950 1.4820
H30 0.7279 5.8215 2.0688

Cartesian forces, eV/Å:
O 0.3 -0.4 -0.9
C -0.1 0.3 0.4
C -0.2 0.0 0.6
O 0.6 0.4 0.0
S -0.4 -0.3 -0.3
O 0.4 0.0 -0.3
O -1.1 0.5 -0.4
P 0.9 -0.6 1.1
O 0.0 0.0 -0.3
I -0.1 -0.5 -0.2
C -0.2 -0.1 0.1
C -0.2 -0.1 -0.2
C -0.2 0.0 0.1
C 0.0 0.0 -0.2
C 0.4 -0.1 0.3
C -0.2 0.1 -0.1
H 0.1 -0.2 0.0
H 0.0 0.2 0.0
H -0.1 0.1 0.1
H 0.0 0.1 0.1
H 0.1 0.1 0.1
H -0.1 0.1 0.1
H -0.1 0.0 -0.1
H 0.1 -0.1 -0.1
C -0.1 -0.1 0.1
C 0.2 -0.1 -0.2
C -0.2 0.1 0.2
O -0.1 -0.1 -0.1
C 0.1 0.2 0.0
N -0.1 0.2 0.0
H 0.0 0.1 0.0
H 0.0 0.0 0.0
H 0.0 0.0 0.0
H -0.1 0.1 0.0
H 0.1 0.0 0.0
H 0.1 -0.1 0.0
H 0.0 0.0 0.0
H -0.1 -0.1 0.0
H 0.0 0.0 0.0
H 0.0 -0.1 0.2
H 0.1 -0.1 0.0
C 0.0 -0.1 -0.1
C 0.3 0.1 0.2
C -0.3 0.0 -0.1
O 0.1 0.0 -0.1
C -0.1 0.1 0.2
N -0.2 0.0 -0.1
H 0.0 0.1 0.0
H 0.1 0.4 0.0
H 0.0 0.0 0.0
H 0.0 0.1 0.0
H 0.0 0.0 0.0
H 0.1 -0.1 0.0
H 0.0 0.0 0.0
H 0.1 0.0 -0.1
H 0.0 0.0 0.0
H 0.0 -0.1 0.0
H 0.1 -0.1 0.0

net charge	0
F_max	1.53	eV/A
LUMO energy	-0.228	eV
E_HOMO	-8.64	eV